1.
Formula: C5H9IN
Source: the Open Molecules 2025 dataset
Level of theory: ωB97M-V/def2-TZVPD

Atoms and positions in Å:
C -1.40 -0.98 0.23
C -0.17 -1.16 0.77
C -1.41 0.48 -0.38
C -0.27 1.11 0.39
C 1.60 -0.18 -0.84
N 0.56 0.05 0.61
I 3.64 -0.18 -0.31
H -2.26 -1.69 0.26
H 0.18 -2.00 1.26
H -1.15 0.40 -1.41
H -2.45 0.84 -0.19
H 0.09 2.05 -0.06
H -0.67 1.54 1.31
H 1.15 -1.10 -1.23
H 1.25 0.52 -1.68
H 1.31 0.29 1.28

Properties
frontier orbital gap: 9.9 eV
E_LUMO: -4.04 eV
M: 210.038 u
energy relative to the best compared isomer or geometry (same formula, charge and spin): 1.820 eV
DFT total energy: -14912.45143 eV
multiplicity: 1
total charge: +1


2.
Formula: C5H9INO2
Source: the Open Molecules 2025 dataset
Level of theory: ωB97M-V/def2-TZVPD

Atoms and positions in Å:
O 2.95 -1.27 -1.20
C 2.95 -0.17 -0.61
O 3.44 0.92 -1.00
C 2.06 -0.05 0.66
N 0.83 0.70 0.37
C -0.24 -0.08 -0.24
C -1.51 -0.14 0.62
C -2.83 -0.15 -0.14
I -3.19 1.67 -1.23
H 2.61 0.46 1.46
H 1.77 -1.06 1.01
H 1.09 1.47 -0.24
H 0.13 -1.10 -0.43
H -0.50 0.34 -1.23
H -1.51 -1.07 1.22
H -1.49 0.69 1.34
H -2.88 -0.95 -0.88
H -3.69 -0.23 0.53

Properties
frontier orbital gap: 6.3 eV
E_LUMO: 2.49 eV
M: 242.036 u
energy relative to the best compared isomer or geometry (same formula, charge and spin): 0.185 eV
DFT total energy: -19018.11070 eV
multiplicity: 1
total charge: -1


3.
Formula: C5H9IrMgO4
Source: the Open Molecules 2025 dataset
Level of theory: ωB97M-V/def2-TZVPD

Atoms and positions in Å:
O -1.49 -0.28 -1.82
C -0.83 0.75 -2.34
C 0.12 1.37 -1.62
O 0.11 1.14 -0.25
C 1.33 0.70 0.37
C 0.99 0.57 1.84
O -0.13 -0.31 1.96
C -0.48 -0.66 3.29
Mg -1.31 -0.45 0.28
H -0.87 0.88 -3.42
H 0.86 2.06 -2.00
H 2.12 1.45 0.23
H 0.69 1.54 2.26
H 1.85 0.15 2.38
H -1.30 -1.39 3.23
H 0.38 -1.10 3.80
H -0.83 0.25 3.81
Ir -2.35 -1.86 -1.63
O -1.50 -2.30 -0.13
H 1.71 -0.30 -0.11

Properties
frontier orbital gap (alpha / beta): 8.3 / 6.9 eV
E_LUMO (alpha / beta): -9.02 / -10.88 eV
M: 349.645 u
energy relative to the best compared isomer or geometry (same formula, charge and spin): 0.000 eV
DFT total energy: -21782.36374 eV
multiplicity: 5
total charge: +2


4.
Formula: C5H9KLiO4
Source: the Open Molecules 2025 dataset
Level of theory: ωB97M-V/def2-TZVPD

Atoms and positions in Å:
C -0.73 1.51 4.35
C -0.39 1.94 2.92
O 0.46 1.03 2.30
Li 1.90 -0.06 2.71
H -1.47 2.19 4.80
H -1.11 0.48 4.35
H 0.17 1.52 4.98
H 0.06 2.95 2.94
H -1.33 2.03 2.34
O -0.26 -0.27 0.05
C -0.16 -0.80 1.33
C -1.51 -0.67 -0.49
O 0.95 -1.33 1.74
O -0.83 -2.58 0.53
C -1.42 -2.19 -0.67
K 0.75 -3.87 1.12
H -1.65 -0.15 -1.45
H -2.30 -0.55 0.28
H -0.91 -2.40 -1.63
H -2.45 -2.59 -0.76

Properties
frontier orbital gap (alpha / beta): 6.2 / 6.9 eV
E_LUMO (alpha / beta): -0.55 / -0.60 eV
M: 179.162 u
energy relative to the best compared isomer or geometry (same formula, charge and spin): 1.073 eV
DFT total energy: -30048.24095 eV
multiplicity: 2


5.
Formula: C5H9N
Source: the Open Molecules 2025 dataset
Level of theory: ωB97M-V/def2-TZVPD

Atoms and positions in Å:
C 0.95 -0.41 -2.70
C 1.43 0.06 -1.25
C 0.58 0.26 0.10
C -0.42 -0.73 0.76
N -1.15 -0.31 1.76
C -1.52 1.06 1.90
H -0.17 -0.23 -3.02
H 1.50 0.12 -3.45
H 1.08 -1.50 -3.09
H 1.12 0.41 1.11
H 2.38 -0.37 -1.03
H -0.04 1.16 0.05
H -0.22 -1.74 0.35
H -1.31 1.89 1.28
H -2.38 1.01 2.55

Properties
frontier orbital gap: 4.3 eV
E_LUMO: -2.07 eV
M: 83.134 u
energy relative to the best compared isomer or geometry (same formula, charge and spin): 7.773 eV
DFT total energy: -6813.22224 eV
multiplicity: 1


6.
Formula: C5H9N
Source: the Open Molecules 2025 dataset
Level of theory: ωB97M-V/def2-TZVPD

Atoms and positions in Å:
C 0.44 1.91 -0.09
C -1.10 0.27 -0.08
C -1.06 -1.26 -0.02
C 0.24 -1.61 0.23
C 1.13 -0.45 0.16
H -0.06 2.64 -0.77
H 1.52 2.19 -0.11
H 0.18 2.15 0.97
H -1.79 0.74 -0.79
H -1.50 0.60 0.91
H -1.87 -1.91 0.16
H 0.64 -2.58 0.41
H 1.99 -0.65 -0.59
H 1.57 -0.15 1.14
N 0.19 0.54 -0.37

Properties
frontier orbital gap: 9.4 eV
E_LUMO: 1.15 eV
M: 83.134 u
energy relative to the best compared isomer or geometry (same formula, charge and spin): 1.765 eV
DFT total energy: -6819.23007 eV
multiplicity: 1


7.
Formula: C5H9N
Source: the Open Molecules 2025 dataset
Level of theory: ωB97M-V/def2-TZVPD

Atoms and positions in Å:
C 1.13 2.00 -1.53
C 0.73 1.57 -0.33
N -0.13 0.44 -0.25
C -0.69 -0.07 0.97
C -0.40 -2.36 0.15
C -0.54 -1.54 1.18
H 0.83 1.72 -2.51
H 1.47 3.01 -1.46
H 1.05 1.84 0.67
H -0.39 0.07 -1.15
H -1.83 0.15 1.01
H -0.10 0.47 1.72
H -0.46 -3.43 0.16
H -0.05 -2.04 -0.83
H -0.62 -1.82 2.22

Properties
frontier orbital gap: 8.9 eV
E_LUMO: 1.08 eV
M: 83.134 u
energy relative to the best compared isomer or geometry (same formula, charge and spin): 2.297 eV
DFT total energy: -6818.69841 eV
multiplicity: 1


8.
Formula: C5H9N
Source: the Open Molecules 2025 dataset
Level of theory: ωB97M-V/def2-TZVPD

Atoms and positions in Å:
N 2.76 -1.22 0.42
C 1.83 -0.18 -0.09
C -3.09 0.60 -0.57
C -1.89 0.65 0.13
C -0.52 0.63 -0.38
C 0.42 -0.18 0.12
H 3.08 -0.85 1.24
H 2.04 -1.98 0.70
H 2.29 0.78 0.26
H 2.15 -0.09 -1.17
H -3.87 0.43 0.14
H -3.18 0.53 -1.65
H -2.01 0.32 1.16
H -0.09 1.59 -0.99
H 0.07 -1.03 0.68

Properties
frontier orbital gap: 9.5 eV
E_LUMO: 0.81 eV
M: 83.134 u
energy relative to the best compared isomer or geometry (same formula, charge and spin): 2.875 eV
DFT total energy: -6818.12009 eV
multiplicity: 1


9.
Formula: C5H9N
Source: the Open Molecules 2025 dataset
Level of theory: ωB97M-V/def2-TZVPD

Atoms and positions in Å:
C -0.52 1.42 -0.33
C -0.47 0.06 0.36
C -0.91 -1.07 -0.58
C 0.92 -0.20 0.99
C 1.96 -0.43 -0.03
N 2.75 -0.63 -0.84
H -0.30 2.24 0.37
H -1.51 1.59 -0.75
H 0.21 1.48 -1.16
H -1.16 0.11 1.22
H -1.07 -0.71 -1.60
H -1.85 -1.52 -0.24
H -0.17 -1.88 -0.65
H 0.88 -1.09 1.63
H 1.23 0.64 1.62

Properties
frontier orbital gap: 12.4 eV
E_LUMO: 0.86 eV
M: 83.134 u
energy relative to the best compared isomer or geometry (same formula, charge and spin): 0.142 eV
DFT total energy: -6820.85337 eV
multiplicity: 1


10.
Formula: C5H9N
Source: the Open Molecules 2025 dataset
Level of theory: ωB97M-V/def2-TZVPD

Atoms and positions in Å:
C -1.31 0.71 0.58
C -1.94 -0.33 -0.30
C -0.55 -0.54 0.23
N 0.61 -0.53 -0.64
C 1.87 -0.65 0.07
C 1.48 0.64 -0.54
H -1.01 1.63 0.07
H -1.64 0.86 1.61
H -2.72 -0.97 0.10
H -2.05 -0.08 -1.35
H -0.47 -1.29 1.02
H 1.82 -0.71 1.16
H 2.62 -1.29 -0.38
H 1.93 0.98 -1.46
H 1.18 1.43 0.15

Properties
frontier orbital gap: 10.1 eV
E_LUMO: 1.28 eV
M: 83.134 u
energy relative to the best compared isomer or geometry (same formula, charge and spin): 2.296 eV
DFT total energy: -6818.69885 eV
multiplicity: 1


11.
Formula: C5H9N
Source: the Open Molecules 2025 dataset
Level of theory: ωB97M-V/def2-TZVPD

Atoms and positions in Å:
C 0.86 0.94 -0.02
C 1.03 -0.60 -0.21
C -0.41 -0.90 -0.43
C -0.92 -0.36 0.84
C -0.75 0.96 0.13
H 1.57 1.52 -0.64
H 1.46 0.98 0.88
H 1.43 -1.03 0.68
H 1.94 -1.02 -0.93
H -0.55 -1.96 -0.47
H -2.02 -0.65 1.07
H -0.22 -0.44 1.73
H -1.52 1.81 0.19
H -0.78 0.63 -1.79
N -1.13 0.11 -1.02

Properties
frontier orbital gap: 10.6 eV
E_LUMO: 1.14 eV
M: 83.134 u
energy relative to the best compared isomer or geometry (same formula, charge and spin): 3.770 eV
DFT total energy: -6817.22520 eV
multiplicity: 1


12.
Formula: C5H9N
Source: the Open Molecules 2025 dataset
Level of theory: ωB97M-V/def2-TZVPD

Atoms and positions in Å:
C 2.24 0.22 -0.33
C 1.23 -0.92 -0.37
C -0.15 -0.54 0.14
C -3.08 0.95 0.45
C -2.04 0.59 -0.26
N -1.02 0.19 -0.82
H 2.26 0.68 0.67
H 3.25 -0.14 -0.55
H 1.99 1.01 -1.05
H 1.57 -1.73 0.29
H 1.17 -1.34 -1.38
H -0.05 0.07 1.04
H -0.70 -1.44 0.42
H -3.10 1.91 0.95
H -3.90 0.25 0.59

Properties
frontier orbital gap: 10.2 eV
E_LUMO: 1.07 eV
M: 83.134 u
energy relative to the best compared isomer or geometry (same formula, charge and spin): 1.549 eV
DFT total energy: -6819.44571 eV
multiplicity: 1